Record 1
{
  "formula": "C3H4Cl2S",
  "method": "ωB97M-V/def2-TZVPD",
  "elements": ["C", "C", "C", "H", "H", "H", "H", "S", "Cl", "Cl"],
  "positions_angstrom": [[-0.06303, 0.98227, 1.71255], [-0.11034, -0.44216, -0.67351], [0.22133, -0.98645, -1.84571], [0.51811, 1.55889, 2.41542], [-0.95597, 1.51878, 1.40264], [-0.31536, 0.01949, 2.11244], [-1.06196, -0.61928, -0.16893], [0.98671, 0.66003, 0.28543], [1.77569, -0.79794, -2.48970], [-0.99520, -1.89364, -2.75063]],
  "atomic_forces_ev_per_a": [[-0.22, -0.22, -0.79], [0.66, 0.78, 0.96], [-1.25, 0.04, 0.80], [0.10, 0.12, 0.17], [-0.02, 0.10, 0.17], [-0.26, -0.28, 0.59], [0.14, 0.00, -0.54], [-0.27, -0.82, -1.18], [0.25, -0.06, -0.50], [0.86, 0.32, 0.32]],
  "nbo_charge": [-0.7389, -0.3610, -0.1395, 0.2389, 0.2194, 0.2190, 0.2352, 0.2399, 0.0707, 0.0163],
  "spin_multiplicity": 1,
  "charge": 0,
  "orbital_gap_ev": 9.246,
  "largest_force_ha_per_bohr": 0.0288,
  "smiles": "CSC=C(Cl)Cl"
}

Record 2
{
  "formula": "C3H4ClFO",
  "method": "ωB97M-V/def2-TZVPD",
  "elements": ["C", "C", "C", "H", "H", "H", "H", "O", "F", "Cl"],
  "positions_angstrom": [[-0.95796, 1.26086, 0.71292], [0.14828, -0.72535, -0.08790], [1.14439, -1.14410, -0.78754], [0.24864, 1.12662, 1.08727], [-1.91071, 0.92848, 1.33129], [-1.08220, 2.55442, 0.21376], [-0.28155, -1.13948, 0.76601], [-1.01697, 0.15036, -0.61228], [1.87768, -2.21374, -0.23159], [1.83040, -0.79806, -2.39194]],
  "atomic_forces_ev_per_a": [[0.76, 1.06, -2.86], [-5.35, 2.70, -2.53], [3.30, -2.50, -1.38], [-4.07, 0.54, -0.52], [2.52, 0.87, -0.95], [0.26, -4.51, 1.57], [0.55, -1.04, 1.52], [3.98, 1.16, 4.04], [-0.85, 1.67, -0.65], [-1.12, 0.06, 1.78]],
  "nbo_charge": [-0.3376, -0.0110, 0.3130, 0.2352, 0.2295, 0.2271, 0.2192, -0.5621, -0.3381, 0.0248],
  "spin_multiplicity": 1,
  "charge": 0,
  "orbital_gap_ev": 10.463,
  "largest_force_ha_per_bohr": 0.1264
}

Record 3
{
  "formula": "C3H4ClFS",
  "method": "ωB97M-V/def2-TZVPD",
  "elements": ["C", "C", "C", "H", "H", "H", "H", "F", "S", "Cl"],
  "positions_angstrom": [[-0.55812, -0.63104, 1.24167], [0.53728, 1.08265, -0.45307], [0.32062, 0.12547, -1.40938], [0.06587, -0.89442, 2.70355], [0.37953, -1.52554, 0.35571], [-1.89998, -0.86549, 1.04465], [1.43820, 1.85373, -0.50518], [-0.79789, -0.59099, -1.21257], [-0.42137, 1.22814, 1.13001], [0.93586, 0.21749, -2.89540]],
  "atomic_forces_ev_per_a": [[0.01, -2.62, 2.12], [1.60, 1.20, 0.33], [-1.77, 3.38, 4.62], [-2.30, 0.40, -4.07], [-2.97, 2.96, 3.05], [4.69, 0.07, 0.98], [-2.15, -1.90, -0.25], [-0.01, -0.59, -1.45], [1.64, -2.31, -2.48], [1.26, -0.60, -2.83]],
  "nbo_charge": [-0.8445, -0.3902, 0.1987, 0.2193, 0.2797, 0.2697, 0.2474, -0.3187, 0.2274, 0.1112],
  "spin_multiplicity": 1,
  "charge": 0,
  "orbital_gap_ev": 8.622,
  "largest_force_ha_per_bohr": 0.1165
}

Record 4
{
  "formula": "C3H4ClFS",
  "method": "ωB97M-V/def2-TZVPD",
  "elements": ["C", "C", "C", "H", "H", "H", "H", "F", "S", "Cl"],
  "positions_angstrom": [[0.98305, 0.30460, 0.43434], [-0.45002, 0.63420, 0.02419], [-1.45982, -0.21760, -0.20022], [1.27308, -0.65197, -1.48230], [1.08466, 0.18327, 1.52844], [1.64712, 1.17704, 0.27538], [-0.80205, 1.59154, 0.10358], [-2.70441, 0.11827, -0.46405], [1.81025, -1.10778, -0.36208], [-1.38185, -2.03158, 0.14270]],
  "atomic_forces_ev_per_a": [[0.36, 0.88, 0.89], [0.04, -3.39, 0.18], [1.31, -2.06, 1.27], [0.20, -0.39, -0.83], [-0.43, -0.28, -0.35], [-0.66, -0.26, -0.28], [-0.37, 2.67, -0.23], [0.06, 0.29, -0.13], [-0.37, 0.38, 0.16], [-0.14, 2.15, -0.69]],
  "nbo_charge": [-0.5553, -0.3368, 0.4406, 0.1182, 0.2367, 0.2290, 0.2301, -0.3005, 0.0002, -0.0621],
  "spin_multiplicity": 1,
  "charge": 0,
  "orbital_gap_ev": 9.832,
  "largest_force_ha_per_bohr": 0.0660,
  "smiles": "F/C(Cl)=C/CS"
}

Record 5
{
  "formula": "C3H4ClFS",
  "method": "ωB97M-V/def2-TZVPD",
  "elements": ["C", "C", "C", "H", "H", "H", "H", "F", "S", "Cl"],
  "positions_angstrom": [[0.57613, 0.33721, -0.91394], [-0.04071, 0.54144, 0.37620], [-0.59375, -0.83461, 0.94969], [1.02105, 1.26222, -1.22225], [-0.93542, 1.09937, 0.21995], [0.60947, 1.08955, 1.08974], [-1.14184, -1.36589, 0.23922], [1.50339, -0.66998, -0.91202], [-0.47000, -1.54501, 2.41968], [-0.52831, 0.08569, -2.24628]],
  "atomic_forces_ev_per_a": [[1.32, 0.46, -1.57], [-1.09, -2.14, 3.29], [1.45, 1.24, 1.77], [0.91, 0.34, -0.02], [-0.65, 0.80, -0.05], [-0.29, -0.58, -0.42], [-0.90, -0.76, -1.37], [-0.01, 0.11, 0.15], [0.15, 1.14, -1.26], [-0.89, -0.60, -0.53]],
  "nbo_charge": [0.1938, -0.5267, -0.2322, 0.1854, 0.2532, 0.2458, 0.1809, -0.3333, 0.0782, -0.0451],
  "spin_multiplicity": 1,
  "charge": 0,
  "orbital_gap_ev": 8.556,
  "largest_force_ha_per_bohr": 0.0792,
  "smiles": "F[C@@H](Cl)CC=S"
}

Record 6
{
  "formula": "C3H4ClIN3",
  "method": "ωB97M-V/def2-TZVPD",
  "elements": ["N", "N", "C", "C", "Cl", "N", "I", "C", "H", "H", "H", "H"],
  "positions_angstrom": [[2.15005, 0.13818, -0.22974], [0.73685, 0.06287, -0.17228], [0.11029, -1.23989, -0.11456], [-1.36559, -0.80871, -0.02244], [-2.69194, -2.02443, 0.09787], [-1.42325, 0.64133, -0.02718], [-3.09957, 1.81820, 0.12396], [-0.08992, 1.22464, -0.12034], [2.45025, -0.74028, 0.23955], [2.37955, 0.87464, 0.47317], [0.60968, -2.25728, -0.11974], [0.23360, 2.31072, -0.12825]],
  "atomic_forces_ev_per_a": [[-0.03, 0.19, 1.55], [-1.60, 0.30, 0.34], [-4.62, 4.75, 0.17], [3.75, -0.58, -0.19], [1.73, 2.44, -0.19], [2.66, -1.33, -0.17], [0.25, -0.38, -0.05], [-1.17, -5.56, 0.04], [0.10, 0.75, -0.60], [0.20, -0.60, -0.83], [-0.66, 1.76, -0.05], [-0.61, -1.75, -0.03]],
  "nbo_charge": [-0.5656, -0.1353, -0.0849, 0.1485, 0.1240, -0.5405, 0.5344, 0.1703, 0.3778, 0.3763, 0.3001, 0.2948],
  "spin_multiplicity": 1,
  "charge": 1,
  "orbital_gap_ev": 8.679,
  "largest_force_ha_per_bohr": 0.1288,
  "smiles": "Nn1cc(Cl)[n+](I)c1"
}

Record 7
{
  "formula": "C3H4ClIO",
  "method": "ωB97M-V/def2-TZVPD",
  "elements": ["C", "C", "C", "O", "Cl", "I", "H", "H", "H", "H"],
  "positions_angstrom": [[-1.64463, -0.10601, -0.20912], [1.13264, -0.60968, 0.15217], [0.20959, 0.60433, 0.24812], [-2.05847, -1.05300, 0.33951], [-2.25833, 0.76611, -1.53937], [0.63331, 2.23239, -0.91931], [1.36059, -1.06276, 1.22508], [0.51696, -1.36768, -0.32175], [2.06172, -0.39809, -0.24453], [0.04662, 0.99438, 1.26921]],
  "atomic_forces_ev_per_a": [[4.18, 1.13, 1.17], [-2.20, -1.06, 3.59], [-2.95, -1.34, 0.87], [-0.42, 0.00, -0.11], [-1.02, 0.01, -0.56], [0.50, 0.67, -0.53], [-0.61, 1.08, -1.99], [0.77, -0.37, -0.51], [1.69, 0.27, -1.34], [0.05, -0.40, -0.59]],
  "nbo_charge": [0.5156, -0.6640, -0.4359, -0.5008, 0.0100, 0.1746, 0.2204, 0.2331, 0.2268, 0.2203],
  "spin_multiplicity": 1,
  "charge": 0,
  "orbital_gap_ev": 9.581,
  "largest_force_ha_per_bohr": 0.0873
}

Record 8
{
  "formula": "C3H4ClN",
  "method": "ωB97M-V/def2-TZVPD",
  "elements": ["C", "C", "C", "N", "Cl", "H", "H", "H", "H"],
  "positions_angstrom": [[-1.23238, 1.08497, 1.01749], [-0.28985, 0.62308, 0.40115], [0.61619, 0.03680, -0.43257], [0.98515, -1.72917, 0.18141], [0.60579, -1.79984, 1.76762], [-2.03824, 1.53630, 1.56343], [1.63879, 0.45703, -0.66775], [0.19870, -0.28021, -1.44793], [0.31681, -2.47318, -0.20769]],
  "atomic_forces_ev_per_a": [[1.20, -0.42, -0.53], [-3.02, 1.92, 1.89], [2.45, -4.68, -3.20], [-0.58, 1.26, -3.15], [-0.35, -0.07, 2.77], [0.30, -0.19, -0.12], [-1.19, -0.46, 1.03], [0.27, 0.64, 1.41], [0.92, 2.01, -0.12]],
  "nbo_charge": [-0.1631, -0.0732, -0.3017, -0.6691, 0.1192, 0.2447, 0.2487, 0.2346, 0.3600],
  "spin_multiplicity": 1,
  "charge": 0,
  "orbital_gap_ev": 9.183,
  "largest_force_ha_per_bohr": 0.1202
}